(1)
{
  "formula": "C8H16F4Li3N2O12S6",
  "method": "ωB97M-V with the def2-TZVPD basis set",
  "mol_weight_g_mol": 621.44,
  "de_lowest_ev": 0.0000,
  "charge": 1,
  "symbols": ["Li", "Li", "Li", "N", "S", "O", "O", "F", "S", "O", "O", "F", "N", "S", "O", "O", "F", "S", "O", "O", "F", "C", "C", "C", "S", "O", "O", "C", "H", "H", "H", "H", "H", "H", "H", "H", "C", "C", "C", "S", "O", "O", "C", "H", "H", "H", "H", "H", "H", "H", "H"],
  "coordinates": [[15.9531, 15.2482, -11.1510], [15.4388, 13.8980, -8.7369], [16.7780, 12.0732, -10.2377], [15.1073, 11.9456, -9.2343], [13.6550, 11.5832, -9.9983], [12.5366, 11.8446, -9.2178], [13.6991, 10.4817, -10.8759], [13.7798, 12.8527, -10.9898], [15.1062, 10.6741, -8.1606], [15.1006, 9.4034, -8.7607], [14.3915, 10.9880, -6.9935], [16.6482, 10.8505, -7.7258], [15.3079, 15.7368, -9.4427], [13.7053, 16.0766, -9.0810], [13.0827, 16.7910, -10.1077], [13.4282, 16.3234, -7.7177], [13.2063, 14.5858, -9.2331], [16.0354, 17.0044, -8.6298], [16.3630, 16.6195, -7.3124], [15.4924, 18.2538, -8.9186], [17.3977, 16.9422, -9.4454], [14.0821, 13.1562, -3.1539], [13.8037, 14.6745, -3.2291], [14.1044, 15.1822, -4.6329], [14.0980, 13.7838, -5.7284], [15.1019, 14.0260, -6.7629], [12.7843, 13.3966, -6.1448], [14.6056, 12.6081, -4.4744], [13.1213, 12.6984, -2.9208], [14.7238, 12.9071, -2.3112], [14.4514, 15.3111, -2.6199], [12.8240, 14.9600, -2.8513], [15.1771, 15.4022, -4.6604], [13.5573, 16.0250, -5.0433], [15.6924, 12.5058, -4.5040], [14.1714, 11.6495, -4.7356], [18.9228, 13.3671, -5.5889], [18.5696, 14.7506, -6.1092], [19.3532, 14.8874, -7.4152], [19.0723, 13.3713, -8.2801], [20.1875, 12.9964, -9.0991], [17.7276, 13.4467, -8.8889], [19.0729, 12.3934, -6.7767], [18.3423, 12.8884, -4.8004], [19.9002, 13.3850, -5.0931], [18.9404, 15.5366, -5.4527], [17.4980, 14.8815, -6.2384], [20.4173, 14.8456, -7.1636], [19.1843, 15.8138, -7.9577], [19.9845, 11.8010, -6.7587], [18.2685, 11.6637, -6.8438]]
}

---

(2)
{
  "formula": "C8H16N2",
  "method": "ωB97M-V with the def2-TZVPD basis set",
  "mol_weight_g_mol": 140.23,
  "s_squared": 0.750,
  "spin_multiplicity": 2,
  "de_lowest_ev": 0.6394,
  "charge": -1,
  "symbols": ["C", "C", "C", "C", "N", "N", "H", "H", "H", "H", "H", "H", "C", "C", "C", "C", "H", "H", "H", "H", "H", "H", "H", "H", "H", "H"],
  "coordinates": [[-3.6795, 0.5550, 2.1752], [-0.7255, -0.9385, 3.5333], [-2.6312, -0.4050, 2.6175], [-2.5338, -1.8020, 2.6601], [-1.5104, 0.0581, 3.1759], [-1.3339, -2.1201, 3.2020], [0.2666, -0.7505, 3.8914], [-0.8558, -3.0305, 3.1995], [-3.3589, -2.4904, 2.6096], [-3.4211, 1.6141, 2.2715], [-4.6933, 0.4400, 2.5912], [-3.9295, 0.5181, 1.0997], [1.7709, 0.6159, -2.7375], [0.9619, 1.0407, -1.5075], [2.8882, 1.5601, -3.0495], [2.3304, -0.8016, -2.4187], [1.0896, 0.6241, -3.6195], [0.0412, 0.4978, -1.3286], [0.6537, 2.0890, -1.5847], [3.7045, 1.2995, -2.3464], [3.4598, 1.3076, -3.9472], [2.5914, 2.6070, -2.9319], [3.2521, -0.8449, -1.8467], [1.5879, -1.2499, -1.7647], [2.5599, -1.2828, -3.3652], [1.5149, 0.8892, -0.5787]]
}

---

(3)
{
  "formula": "C8H16N2",
  "method": "ωB97M-V with the def2-TZVPD basis set",
  "mol_weight_g_mol": 140.23,
  "de_lowest_ev": 3.0808,
  "symbols": ["C", "C", "C", "C", "C", "C", "C", "H", "H", "H", "H", "H", "H", "H", "H", "H", "H", "H", "H", "H", "H", "N", "C", "N", "H", "H"],
  "coordinates": [[0.4696, 1.9096, -0.1908], [-0.1932, 0.9011, 0.3312], [-1.6743, 0.8082, 0.0433], [0.5380, -0.2658, 1.0710], [0.4468, -0.2052, 2.6205], [2.0458, -0.3078, 0.6409], [-0.1399, -1.6178, 0.4813], [-0.0489, 2.6223, -0.7887], [1.5911, 1.8341, -0.0982], [-2.0547, 1.8645, -0.2522], [-2.2424, 0.3651, 0.9268], [-1.6742, 0.1741, -0.8361], [0.9385, -1.1869, 3.0228], [-0.5242, -0.2848, 2.8003], [0.9180, 0.6520, 2.9999], [2.1189, -0.1497, -0.4636], [2.4399, 0.6350, 1.2141], [2.4195, -1.3447, 0.8973], [0.1343, -1.6311, -0.6451], [0.2992, -2.4527, 1.0336], [-1.1757, -1.4332, 0.7275], [-1.9668, 0.3160, -3.4660], [-0.9558, -0.2255, -3.0920], [-0.0630, -0.9090, -2.6629], [-2.1406, 0.6137, -4.4115], [0.4939, -0.6817, -1.9036]]
}

---

(4)
{
  "formula": "C8H16N2",
  "method": "ωB97M-V with the def2-TZVPD basis set",
  "mol_weight_g_mol": 140.23,
  "de_lowest_ev": 5.5501,
  "charge": 2,
  "symbols": ["C", "C", "C", "C", "C", "C", "C", "C", "N", "N", "H", "H", "H", "H", "H", "H", "H", "H", "H", "H", "H", "H", "H", "H", "H", "H"],
  "coordinates": [[1.4550, 1.0251, -1.4227], [0.8717, -0.1823, -1.3574], [0.2081, 1.8546, 0.4762], [-0.6360, 2.3751, 1.4928], [-1.5295, -2.1535, -1.3539], [1.5965, -0.5365, 1.4676], [-1.4791, -0.6970, -0.7670], [0.3476, -1.1739, 0.8423], [0.9590, 2.0306, -0.5217], [-0.0754, -0.4363, -0.3324], [2.2308, 1.1227, -2.2239], [1.0525, -0.9418, -1.9584], [-0.0172, 2.8021, 2.2139], [-1.4077, 1.5693, 1.7952], [-1.5292, 2.9308, 0.9988], [-2.6163, -2.3978, -1.1840], [-1.2434, -2.2060, -2.3053], [-1.0103, -2.8705, -0.7623], [2.5206, -0.9401, 1.3763], [1.5337, 0.4721, 1.1077], [1.4837, -0.5096, 2.5094], [-2.0265, -0.5958, 0.0826], [-1.8514, -0.0544, -1.6005], [-0.5393, -1.4046, 1.5933], [0.6006, -2.1205, 0.5091], [1.1016, 3.0381, -0.6758]]
}

---

The following E_tot values (in eV) correspond, in order, to the records above: -112597.5220, -11533.7995, -11532.9039, -11512.1245.